Entry 1:
C4H7N in the gas phase. Source: the OMol25 dataset; level of theory: ωB97M-V/def2-TZVPD.

Structure (SMILES) ... C=C[C@@H]1CN1
Energy relative to the best compared isomer or geometry (same formula, charge and spin) ... 270.21 kJ/mol

Cartesian coordinates (Å):
C1 1.7365 0.5188 0.0797
C2 1.1127 -0.6331 -0.0797
C3 -0.3583 -0.5609 -0.4378
C4 -1.0894 0.7485 -0.3665
H1 1.2870 1.5774 -0.0276
H2 2.7296 0.5468 0.5413
H3 1.4447 -1.6916 0.0207
H4 -0.8460 -1.3982 -1.1249
H5 -0.6437 1.7071 0.0156
H6 -1.8850 0.8552 -1.0296
H7 -0.7226 0.1694 1.4683
N1 -1.3962 -0.3151 0.7089

=====

Entry 2:
A molecular structure, C25H41Cl2FN2O6Si2. Source: the OMol25 dataset; level of theory: ωB97M-V/def2-TZVPD.

Cartesian coordinates (Å):
C1 7.3093 -2.3880 0.4111
O1 6.7785 -1.0573 0.6611
C2 5.7724 -1.1244 1.7035
C3 5.4453 0.3597 2.2754
C4 4.7450 1.3018 1.1560
C5 3.1806 0.9961 0.9596
C6 2.7148 1.5008 -0.4938
C7 1.2459 2.2090 -0.4291
C8 0.1945 1.0434 -0.1005
Si1 -1.6200 1.6290 0.0824
O2 -2.7800 0.6893 -0.8006
Si2 -2.9196 -0.9299 -0.2244
F1 -1.4594 -1.5559 0.4872
C9 -3.2330 -2.0466 -1.7830
N1 -4.7086 -2.0764 -2.1290
C10 -4.2946 -1.1913 1.0786
C11 -4.4697 -2.6305 1.6814
C12 -5.5737 -2.8110 2.7712
C13 -6.3832 -1.5502 3.1499
N2 -6.2766 -0.2396 2.5992
C14 -5.2644 -0.1057 1.6049
C15 -2.1555 1.8854 1.9324
Cl1 -1.3331 1.1140 3.3602
C16 -3.2856 2.7478 2.1321
C17 -3.9313 3.0773 3.5547
Cl2 -4.1230 3.5300 0.6828
H1 8.4607 -2.3563 0.3944
H2 6.9933 -3.1557 1.2139
H3 6.9934 -2.7500 -0.6383
H4 6.2108 -1.7106 2.5973
H5 4.7972 -1.6290 1.3780
H6 6.4522 0.8052 2.5810
H7 4.7954 0.2256 3.2124
H8 5.2540 1.0613 0.1525
H9 4.8366 2.4129 1.4337
H10 2.5160 1.4529 1.7799
H11 3.0394 -0.1480 1.0521
H12 2.5871 0.5667 -1.1507
H13 3.4743 2.2241 -0.9775
H14 1.2482 3.0321 0.3786
H15 1.0666 2.6621 -1.4636
H16 0.4846 0.5135 0.8733
H17 0.2772 0.2509 -0.9395
H18 -1.6663 2.9883 -0.5059
H19 -2.8749 -3.0982 -1.4654
H20 -2.5967 -1.6565 -2.6564
H21 -5.1335 -2.6176 -1.3601
H22 -5.0291 -1.0921 -1.9702
H23 -3.8177 -3.4984 1.3321
H24 -5.7627 -3.8343 3.2635
H25 -7.1748 -1.6920 3.9754
H26 -5.1513 0.9393 1.1315
H27 -3.5487 4.0389 4.0356
H28 -5.0584 3.2541 3.3598
H29 -3.8897 2.1644 4.2542
O3 7.8863 2.2025 -2.3809
C18 8.7390 1.3850 -2.1505
O4 9.4816 0.7679 -3.1112
C19 10.3196 -0.2198 -2.5018
C20 10.4472 0.2029 -1.0567
C21 9.1103 0.8620 -0.7900
H30 9.8401 -1.1977 -2.6083
H31 11.2865 -0.2435 -3.0077
H32 10.6696 -0.6270 -0.3833
H33 11.2479 0.9427 -0.9559
H34 8.3568 0.1394 -0.4682
H35 9.1991 1.6735 -0.0680
O5 -6.6030 0.2730 -2.1227
C22 -7.6488 -0.2445 -2.4247
O6 -7.7660 -1.5293 -2.8526
C23 -9.1242 -1.7831 -3.2283
C24 -9.9406 -0.7468 -2.4923
C25 -8.9926 0.4317 -2.4312
H36 -9.2094 -1.6853 -4.3147
H37 -9.4003 -2.7996 -2.9427
H38 -10.8907 -0.5213 -2.9796
H39 -10.1569 -1.0968 -1.4780
H40 -9.0694 1.0632 -3.3194
H41 -9.1403 1.0203 -1.5260

=====

Entry 3:
A molecular structure, C49H50N5O2PRbTe. Source: the OMol25 dataset; level of theory: ωB97M-V/def2-TZVPD.

Net charge ... -1

Cartesian coordinates (Å):
Rb1 0.4903 0.4503 1.0229
O1 0.1790 -0.3033 3.4530
C1 -0.6935 -0.7430 4.2626
C2 -0.4829 -0.6969 5.6829
C3 -1.4110 -1.1535 6.5897
C4 -2.6332 -1.6934 6.1650
C5 -2.8745 -1.7519 4.8060
C6 -1.9568 -1.3080 3.8431
C7 -2.3933 -1.4131 2.4552
N1 -1.7328 -1.1281 1.3934
N2 -2.5252 -1.2783 0.2464
C8 -1.9435 -0.8977 -0.8628
O2 -0.7568 -0.4604 -1.0480
C9 -2.8513 -0.9409 -2.0724
C10 -2.3849 -0.4039 -3.2690
C11 -3.1794 -0.4068 -4.4093
C12 -4.4532 -0.9579 -4.3685
C13 -4.9259 -1.5005 -3.1773
C14 -4.1332 -1.4899 -2.0376
H1 0.4614 -0.2774 6.0144
H2 -1.1919 -1.0913 7.6515
H3 -3.3668 -2.0488 6.8775
H4 -3.8187 -2.1581 4.4508
H5 -3.4263 -1.7566 2.3210
H6 -1.3795 0.0028 -3.2854
H7 -2.7994 0.0151 -5.3336
H8 -5.0739 -0.9668 -5.2575
H9 -5.9181 -1.9361 -3.1386
H10 -4.4858 -1.9042 -1.1019
C15 -1.1393 2.7187 3.3408
C16 -0.1258 3.6368 2.7276
C17 -0.3484 5.0063 2.5870
C18 0.6089 5.7841 1.9637
C19 1.7845 5.1948 1.5260
C20 1.9562 3.8328 1.7503
N3 1.0170 3.0823 2.3195
C21 3.2422 3.1375 1.4166
C22 4.4499 3.8298 1.4340
C23 5.6192 3.1238 1.2111
C24 5.5567 1.7585 1.0045
C25 4.3087 1.1397 1.0015
N4 3.1828 1.8296 1.1778
C26 4.1881 -0.3496 0.8753
C27 5.1784 -1.1150 0.2690
C28 5.0406 -2.4944 0.2923
C29 3.9402 -3.0556 0.9129
C30 2.9573 -2.2214 1.4452
C31 1.6901 -2.7490 2.0478
N5 3.1001 -0.8941 1.4142
H11 -1.9808 3.2756 3.7553
H12 -0.6745 2.1052 4.1136
H13 -1.5240 2.0182 2.5948
H14 -1.2748 5.4402 2.9423
H15 0.4396 6.8436 1.8120
H16 2.5423 5.7774 1.0194
H17 4.4767 4.8870 1.6584
H18 6.5764 3.6294 1.2351
H19 6.4606 1.1771 0.8873
H20 6.0245 -0.6520 -0.2214
H21 5.7817 -3.1278 -0.1808
H22 3.8104 -4.1302 0.9439
H23 1.7245 -3.8322 2.1660
H24 0.8410 -2.4953 1.4062
H25 1.4896 -2.2613 3.0027
C32 -2.7362 5.9969 -1.7429
C33 -1.8948 5.3729 -0.6319
P1 -1.6826 3.5272 -0.6171
C34 -1.0316 3.2464 -2.3388
C35 0.2851 2.4659 -2.3311
C36 -3.4565 2.9701 -0.7111
C37 -3.7788 1.9022 0.3373
H26 -2.7250 7.0884 -1.6773
H27 -3.7779 5.6768 -1.6875
H28 -2.3645 5.7250 -2.7321
H29 -2.3092 5.6337 0.3475
H30 -0.8823 5.7896 -0.6416
H31 -0.8899 4.2137 -2.8261
H32 -1.7819 2.7065 -2.9205
H33 1.0506 2.9872 -1.7471
H34 0.6706 2.3322 -3.3462
H35 0.1314 1.4762 -1.8963
H36 -3.6714 2.5970 -1.7144
H37 -4.0991 3.8402 -0.5550
H38 -3.1322 1.0263 0.2472
H39 -4.8093 1.5528 0.2358
H40 -3.6575 2.3014 1.3483
Te1 1.3952 -1.9891 -1.9242
C38 2.7812 -3.5344 -2.4110
C39 2.7594 -4.7459 -1.7180
C40 3.7009 -5.7318 -1.9802
C41 4.6964 -5.5151 -2.9287
C42 4.7318 -4.3116 -3.6185
C43 3.7741 -3.3327 -3.3668
C44 -0.2525 -3.2706 -2.1952
C45 -0.8744 -3.8450 -1.0906
C46 -1.9802 -4.6698 -1.2657
C47 -2.4611 -4.9289 -2.5409
C48 -1.8355 -4.3638 -3.6468
C49 -0.7347 -3.5360 -3.4747
H41 1.9944 -4.9194 -0.9684
H42 3.6631 -6.6690 -1.4377
H43 5.4348 -6.2825 -3.1301
H44 5.4984 -4.1355 -4.3649
H45 3.8006 -2.4021 -3.9236
H46 -0.5226 -3.6232 -0.0897
H47 -2.4763 -5.0855 -0.3969
H48 -3.3329 -5.5587 -2.6748
H49 -2.2169 -4.5506 -4.6432
H50 -0.2598 -3.0794 -4.3343

=====

Entry 4:
A molecular structure, C38H53CsN5O4P3S4. Source: the OMol25 dataset; level of theory: ωB97M-V/def2-TZVPD.

Net charge ... -2
Energy relative to the best compared isomer or geometry (same formula, charge and spin) ... 67.87 kJ/mol

Cartesian coordinates (Å):
Cs1 -1.3949 -1.7356 -0.1789
C1 -4.4562 -0.1044 2.0269
O1 -3.1023 0.2128 2.3145
C2 -2.8005 1.4836 2.6601
C3 -3.7285 2.5175 2.7087
C4 -3.3254 3.8074 3.0458
C5 -2.0000 4.0736 3.3408
C6 -1.0726 3.0377 3.3099
C7 -1.4520 1.7441 2.9842
N1 -0.5452 0.6670 2.8632
N2 0.4379 0.7526 3.6459
C8 1.4041 -0.2302 3.5944
C9 1.3933 -1.3206 2.6551
O2 0.6101 -1.3880 1.6896
C10 2.3932 -2.3669 2.8737
C11 3.3654 -2.2526 3.7976
C12 3.4631 -1.1004 4.6500
C13 4.5213 -0.9585 5.5621
C14 4.6211 0.1436 6.3772
C15 3.6304 1.1353 6.2951
C16 2.5808 1.0166 5.4175
C17 2.4644 -0.1011 4.5550
H1 -5.0938 0.0915 2.8947
H2 -4.4744 -1.1647 1.7812
H3 -4.8223 0.4706 1.1707
H4 -4.7644 2.3269 2.4675
H5 -4.0600 4.6038 3.0621
H6 -1.6835 5.0801 3.5862
H7 -0.0268 3.2143 3.5278
H8 2.3284 -3.2244 2.2134
H9 4.1106 -3.0350 3.9106
H10 5.2693 -1.7440 5.6084
H11 5.4452 0.2446 7.0728
H12 3.6916 2.0086 6.9351
H13 1.8188 1.7818 5.3666
O3 -4.7083 -8.6625 -0.3825
C18 -4.3784 -7.5004 -0.5550
S1 -3.0979 -6.9724 -1.6305
C19 -3.1849 -5.2196 -1.3491
C20 -4.1252 -4.8240 -0.4564
S2 -4.5831 -3.2354 0.1269
S3 -5.0965 -6.1252 0.2632
S4 -2.0272 -4.3257 -2.3096
C21 -4.8562 -2.1154 -3.3159
P1 -4.3185 -0.6805 -2.3205
C22 -5.9309 -0.2054 -1.5646
C23 -4.2566 0.6043 -3.6636
C24 -3.7975 1.9777 -3.1636
P2 -2.1038 1.9394 -2.3981
C25 -2.5101 1.9472 -0.6026
C26 -1.7207 3.7467 -2.5394
H14 -5.6786 -1.8512 -3.9896
H15 -5.1649 -2.8955 -2.6189
H16 -4.0079 -2.5130 -3.8739
H17 -6.7240 -0.1450 -2.3168
H18 -5.8493 0.7606 -1.0593
H19 -6.1879 -0.9699 -0.8293
H20 -5.2291 0.6800 -4.1661
H21 -3.5374 0.2362 -4.4022
H22 -4.5159 2.4010 -2.4519
H23 -3.7382 2.6788 -4.0034
H24 -3.1638 2.7871 -0.3506
H25 -1.5908 2.0274 -0.0174
H26 -3.0070 1.0191 -0.3174
H27 -2.5529 4.3685 -2.1961
H28 -1.4867 4.0030 -3.5746
H29 -0.8451 3.9775 -1.9287
O4 0.6724 -0.1762 -1.4021
P3 2.1477 -0.1571 -1.4031
N3 2.7091 0.5618 -2.8218
C27 1.7570 0.8041 -3.9065
C28 1.6032 2.3228 -3.8952
C29 3.0185 2.8238 -3.5674
C30 3.7163 1.6141 -2.8923
N4 2.8498 0.7147 -0.1804
C31 3.8208 0.1592 0.7643
C32 4.0685 1.3028 1.7573
C33 2.8477 2.2394 1.6361
C34 1.9466 1.6130 0.5673
N5 2.7874 -1.6889 -1.3184
C35 1.9290 -2.8260 -1.7456
C36 2.9158 -3.8437 -2.3161
C37 4.0523 -2.9729 -2.8435
C38 4.1700 -1.9199 -1.7473
H30 0.8209 0.2824 -3.7224
H31 2.1833 0.4629 -4.8593
H32 0.9042 2.5811 -3.0986
H33 1.2131 2.7244 -4.8319
H34 3.0011 3.6947 -2.9111
H35 3.5521 3.1105 -4.4763
H36 4.0831 1.8416 -1.8929
H37 4.5668 1.2850 -3.5026
H38 4.7362 -0.1317 0.2453
H39 3.4268 -0.7241 1.2706
H40 4.9836 1.8380 1.4957
H41 4.1875 0.9160 2.7696
H42 3.1639 3.2407 1.3369
H43 2.3113 2.3262 2.5815
H44 1.5106 2.3534 -0.1072
H45 1.1292 1.0430 1.0154
H46 1.2141 -2.5119 -2.5098
H47 1.3546 -3.2403 -0.9179
H48 2.4470 -4.4711 -3.0725
H49 3.2874 -4.4946 -1.5207
H50 3.7539 -2.4898 -3.7783
H51 4.9830 -3.5169 -3.0131
H52 4.6306 -0.9945 -2.1020
H53 4.7719 -2.2969 -0.9117

=====

Total energy for the records above, in order: -5748.6163, -85371.5053, -80410.5217, -127667.4138 eV
M for the records above, in order: 69.11, 611.69, 985.01, 997.97 g/mol